{
  "formula": "CH3NO4",
  "method": "ωB97M-V with the def2-TZVPD basis set",
  "total_charge": 0,
  "energy_ev": -10762.22381,
  "max_force_ev_per_a": 4.2,
  "smiles": "O=[N+]([O-])C(O)O",
  "orbital_gap_ha": 0.4019,
  "lumo_ev": 0.0,
  "e_homo_ev": -10.9,
  "species": ["N", "O", "H", "H", "C", "H", "O", "O", "O"],
  "positions_angstrom": [[0.14458, -1.16791, -0.19249], [0.14420, 1.16314, -1.09317], [0.72684, 1.81682, -0.61425], [-1.35840, 0.20594, -0.38000], [-0.32761, 0.38827, -0.19036], [0.27817, 0.15911, 1.70552], [0.40959, -1.67969, 0.91633], [0.13650, -1.77628, -1.22958], [-0.15387, 0.89060, 1.07800]],
  "lowdin_charge": [-0.298, 0.122, 0.168, 0.154, -0.469, 0.171, 0.032, 0.105, 0.015]
}